# 1
Entry from the Open Molecules 2025 dataset: 2 unconnected molecules or ions with the total composition C5H8O2 (ωB97M-V/def2-TZVPD).

Positions of all 15 atoms, in Å:
O (-0.2342, -0.7774, 2.3332)
O (1.4491, 0.4110, -0.4726)
C (-0.0508, 0.2715, 1.5283)
C (0.2925, -1.1208, -1.8382)
C (-0.5043, 1.3177, 0.9059)
C (0.9452, 0.9774, 0.7292)
C (0.9230, -0.8294, -0.7092)
H (1.7167, 1.6202, 1.1520)
H (1.0572, -1.5533, 0.0973)
H (-1.4788, 0.1682, -1.4041)
H (-1.2861, 2.0269, 0.6945)
H (-1.6993, 0.7430, -0.9896)
H (-1.1696, -0.7942, 2.5823)
H (0.1944, -0.3663, -2.6120)
H (-0.1551, -2.0945, -1.9968)

Its SMILES is C=CO[C@H]1C=C1O.[H][H]. The calculation puts the electronic energy at -9404.765 eV. Its multiplicity is 1. The gap between HOMO and LUMO comes out at 9.60 eV. The value obtained for the LUMO energy is 0.6 eV. As for the highest occupied orbital energy: -9.00 eV. As for the charge: 0.

---

# 2
Entry from the Open Molecules 2025 dataset: C5H8O2 in the gas phase (ωB97M-V/def2-TZVPD).

Positions of all 15 atoms, in Å:
O (1.4554, 0.7252, -1.5030)
O (-0.2329, 0.6793, 1.4042)
C (-1.8408, -0.2656, -0.2276)
C (1.1200, 0.4014, 1.0607)
C (0.8213, 0.2790, -0.3623)
C (1.2496, -0.9523, 0.3917)
C (-0.6461, 0.6624, 0.0152)
H (0.7378, 0.4037, -2.0419)
H (-1.5804, -1.3071, -0.0200)
H (2.2747, -1.2687, 0.1962)
H (-2.6902, -0.0061, 0.4237)
H (-2.2009, -0.1954, -1.2626)
H (0.5532, -1.7540, 0.6242)
H (-0.9314, 1.6881, -0.2914)
H (1.9107, 0.9100, 1.5929)

Its SMILES is C[C@H]1O[C@H]2C[C@]21O. The calculation puts the electronic energy at -9406.935 eV. Its multiplicity is 1. The gap between HOMO and LUMO comes out at 10.27 eV. The value obtained for the LUMO energy is 0.8 eV. As for the highest occupied orbital energy: -9.44 eV. As for the charge: 0.

---

# 3
Entry from the Open Molecules 2025 dataset: a molecular structure, C5H8O2 (ωB97M-V/def2-TZVPD).

Positions of all 15 atoms, in Å:
O (3.0615, 0.9556, 0.4030)
O (-1.8792, 1.2613, 0.1450)
C (0.9807, 0.3883, -0.9331)
C (-1.4946, -0.0980, 0.0465)
C (-0.0061, 0.0084, 0.1490)
C (0.8459, 0.1090, 1.1858)
C (1.9357, 0.5552, 0.2816)
H (-2.8103, 1.3481, -0.0805)
H (0.3501, -1.9560, 0.1738)
H (0.0266, -2.2007, -0.4506)
H (0.7369, -0.0434, 2.2532)
H (-1.8047, -0.5425, -0.9141)
H (0.7033, 1.3097, -1.4482)
H (1.2722, -0.3787, -1.6651)
H (-1.9180, -0.7162, 0.8535)

The calculation puts the electronic energy at -9406.465 eV. Its multiplicity is 1. The gap between HOMO and LUMO comes out at 9.84 eV. The value obtained for the LUMO energy is 0.3 eV. As for the highest occupied orbital energy: -9.52 eV. As for the charge: 0.

---

# 4
Entry from the Open Molecules 2025 dataset: C5H8O2 in the gas phase (ωB97M-V/def2-TZVPD).

Positions of all 15 atoms, in Å:
O (1.1193, 1.7831, -0.3780)
O (-0.7755, -1.7454, -0.4606)
C (0.6579, 0.8079, 0.1835)
C (0.5520, -1.4755, -0.8704)
C (-0.6436, 0.8637, 0.9196)
C (-1.5323, 1.8162, 0.6448)
C (1.3150, -0.5537, 0.0955)
H (2.3389, -0.4201, -0.2677)
H (1.0638, -2.4412, -0.9122)
H (-2.5028, 1.8529, 1.1309)
H (-1.3537, -1.0642, -0.8247)
H (-0.8587, 0.0671, 1.6274)
H (1.3432, -1.0266, 1.0846)
H (-1.2984, 2.5803, -0.0922)
H (0.5748, -1.0443, -1.8806)

Its SMILES is C=CC(=O)CCO. The calculation puts the electronic energy at -9408.620 eV. Its multiplicity is 1. The gap between HOMO and LUMO comes out at 10.08 eV. The value obtained for the LUMO energy is 0.3 eV. As for the highest occupied orbital energy: -9.78 eV. As for the charge: 0.

---

# 5
Entry from the Open Molecules 2025 dataset: C5H8O2 in the gas phase (ωB97M-V/def2-TZVPD).

Positions of all 15 atoms, in Å:
O (1.5526, 0.8827, -1.8827)
O (0.0915, -0.1624, 0.3101)
C (-1.2712, -0.5085, 0.4138)
C (-1.5180, -3.1206, 0.5810)
C (1.6823, 1.3650, -0.5643)
C (-1.4138, -1.9556, 0.3134)
C (0.3846, 1.2237, 0.2220)
H (2.4981, 0.8539, -0.0303)
H (1.3058, -0.0499, -1.8175)
H (-1.7171, -4.0573, 1.0391)
H (0.4874, 1.6603, 1.2288)
H (-1.8866, 0.0804, -0.2794)
H (-1.7273, -0.3918, 1.4093)
H (1.9499, 2.4260, -0.6282)
H (-0.4182, 1.7543, -0.3151)

Its SMILES is C#CCOCCO. The calculation puts the electronic energy at -9406.630 eV. Its multiplicity is 1. The gap between HOMO and LUMO comes out at 10.89 eV. The value obtained for the LUMO energy is 0.9 eV. As for the highest occupied orbital energy: -9.97 eV. As for the charge: 0.

---

# 6
Entry from the Open Molecules 2025 dataset: C5H8O2 in the gas phase (ωB97M-V/def2-TZVPD).

Positions of all 15 atoms, in Å:
O (-1.5029, -0.2425, -0.4230)
O (0.7675, 0.2012, 2.0220)
C (0.8682, -0.5117, -0.4159)
C (-0.2534, 0.4833, -0.3321)
C (-0.1927, 1.9411, -0.7028)
C (0.1378, -0.2733, 0.8971)
C (-1.1605, -1.0589, 0.7088)
H (-1.9011, -1.6211, 1.2539)
H (0.6964, -1.4476, -0.9463)
H (-0.3833, 2.1078, -1.7704)
H (1.8734, -0.1037, -0.4524)
H (-0.9281, 2.5120, -0.1289)
H (0.8009, 2.3531, -0.4826)
H (-0.9311, -2.2319, 0.5085)
H (1.3883, -0.4800, 2.3136)

Its SMILES is C[C@@]12C[C@]1(O)CO2. The calculation puts the electronic energy at -9405.899 eV. Its multiplicity is 1. The gap between HOMO and LUMO comes out at 9.83 eV. The value obtained for the LUMO energy is 0.7 eV. As for the highest occupied orbital energy: -9.13 eV. As for the charge: 0.

---

# 7
Entry from the Open Molecules 2025 dataset: C5H8O2 in the gas phase (ωB97M-V/def2-TZVPD).

Positions of all 15 atoms, in Å:
O (-0.0112, 1.6520, -1.0228)
O (-1.3059, -0.9315, 0.9895)
C (-0.2340, -0.1993, 0.4192)
C (1.0077, -0.2426, 1.3140)
C (0.4734, 0.6831, -1.7600)
C (-0.7118, 1.2306, 0.1880)
C (0.0972, -0.5908, -1.0295)
H (-0.8134, -0.9392, -1.5419)
H (0.6902, -0.2575, 2.3622)
H (1.6525, 0.6319, 1.1494)
H (-1.7871, 1.2581, -0.0078)
H (0.8478, -1.3794, -1.1344)
H (1.6053, -1.1397, 1.1114)
H (-1.0453, -1.8627, 1.0209)
H (-0.4549, 1.9448, 0.9716)

The calculation puts the electronic energy at -9406.989 eV. Its multiplicity is 1. The gap between HOMO and LUMO comes out at 9.22 eV. The value obtained for the LUMO energy is 0.7 eV. As for the highest occupied orbital energy: -8.52 eV. As for the charge: 0.

---

# 8
Entry from the Open Molecules 2025 dataset: C5H8O2 in the gas phase (ωB97M-V/def2-TZVPD).

Positions of all 15 atoms, in Å:
O (1.4718, 0.5702, -0.1238)
O (-0.8902, -1.6365, -1.2425)
C (0.0464, -0.9825, 0.8549)
C (-0.3893, 1.2470, -0.2424)
C (-1.6380, 0.3885, -0.1559)
C (-0.9080, -0.9526, -0.2264)
C (1.4032, -0.9264, 0.4044)
H (2.0825, 0.6922, -0.8804)
H (-2.3344, 0.5589, -0.9836)
H (-2.1263, 0.5417, 0.8114)
H (2.1991, -0.9854, 1.1477)
H (-0.2076, -0.5319, 1.8113)
H (-0.1904, 1.9672, 0.5417)
H (-0.1295, 1.5875, -1.2408)
H (1.6107, -1.5380, -0.4756)

The calculation puts the electronic energy at -9404.598 eV. Its multiplicity is 1. The gap between HOMO and LUMO (alpha / beta) comes out at 7.06 / 7.06 eV. The value obtained for the LUMO energy (alpha / beta) is -0.4 / -0.4 eV. As for the highest occupied orbital energy (alpha / beta): -7.45 / -7.45 eV. As for the charge: 0.